C5H6O2 | the ωB97M-V functional and the def2-TZVPD basis

XYZ file:
```
13
Properties=species:S:1:pos:R:3:forces:R:3:mulliken_spin:R:1
C 0.652 -0.401 -1.561 0.4602 1.9870 -3.4506 0.5823
C -0.115 1.828 -0.092 2.0548 1.1081 -0.2451 0.6453
C 0.333 -1.220 -0.429 -2.6239 -0.4509 0.6708 0.1574
C -0.755 0.811 0.719 -0.2713 -1.6968 1.1609 0.1406
C 0.229 -0.453 0.882 -0.7083 2.8240 -1.6928 0.0722
O 0.971 -0.601 -2.698 -0.5550 -0.3438 1.7352 0.1993
O -0.236 2.954 -0.411 -0.9895 0.1776 0.0864 0.1991
H -0.618 -1.787 -0.683 1.1262 0.3653 0.3415 0.0171
H 1.171 -1.821 -0.511 1.5868 -2.2076 0.6562 -0.0060
H -0.967 1.202 1.770 -0.1000 -0.2948 -1.4344 -0.0040
H -1.664 0.466 0.174 0.1810 0.3110 0.6786 0.0063
H -0.194 -0.943 1.691 -0.3994 -1.6646 1.3143 -0.0062
H 1.192 -0.035 1.148 0.2384 -0.1145 0.1792 -0.0035
```
Positions in Å, forces in eV/Å.

Computed properties:
Calculated total energy   -9372.712 eV
M   98.10 g mol⁻¹
LUMO (spin up / spin down)   0.807 / -0.384 eV
Energy above the lowest of the compared OMol25 structures with the same formula, charge and spin   0.010 eV
2S+1   3
Frontier orbital gap (spin up / spin down)   7.1 / 11.6 eV